i | Computed, not measured: 8 unconnected molecules or ions with the total composition C13H42O13, with ωB97M-V/def2-TZVPD.

Atoms and positions in Å:
O (-1.9257, 2.8007, 3.9800)
C (-2.7827, 3.3504, 3.0031)
C (-1.9663, 3.5599, 1.7263)
O (-1.6201, 2.2961, 1.1586)
H (-2.4504, 2.4559, 4.7075)
H (-3.5710, 2.6416, 2.7243)
H (-3.2785, 4.2910, 3.2723)
H (-1.0407, 4.0982, 1.9359)
H (-2.6606, 4.0288, 1.0310)
H (-0.9995, 1.8488, 1.7479)
O (2.4670, -1.9678, 0.7872)
C (2.7169, -2.7065, -0.4213)
C (2.8109, -4.1865, -0.1660)
O (1.5557, -4.8321, 0.0112)
H (3.1098, -2.2594, 1.4411)
H (2.0012, -2.3807, -1.1714)
H (3.7015, -2.3728, -0.7737)
H (3.3942, -4.3345, 0.7572)
H (3.3727, -4.6883, -0.9541)
H (1.0474, -4.2554, 0.5898)
O (1.8649, 3.0069, 1.7878)
C (1.6602, 3.5325, 0.4669)
C (2.8751, 3.4686, -0.4558)
O (3.6437, 2.3168, -0.2377)
H (1.8589, 2.0409, 1.7348)
H (0.8480, 2.9346, 0.0495)
H (1.3006, 4.5422, 0.6608)
H (3.5047, 4.3593, -0.3065)
H (2.4717, 3.6511, -1.4552)
H (3.7804, 2.2588, 0.7148)
O (-2.9197, 0.6244, -6.1940)
C (-2.1392, -0.3040, -5.4059)
C (-2.6274, -0.1701, -3.9727)
O (-2.1657, -1.2230, -3.1499)
H (-2.8282, 0.3256, -7.1025)
H (-2.2648, -1.3144, -5.7966)
H (-1.0954, 0.0149, -5.4950)
H (-3.7196, -0.1861, -4.0188)
H (-2.3381, 0.8156, -3.5974)
H (-1.4222, -0.8476, -2.6461)
O (0.6467, 0.0382, 2.0244)
C (0.6851, -0.2839, 3.4255)
C (0.8929, 0.9620, 4.2398)
O (2.2199, 1.1712, 4.6918)
H (1.0374, -0.6901, 1.5221)
H (-0.2730, -0.7653, 3.6555)
H (1.4652, -1.0369, 3.5777)
H (0.1922, 0.9607, 5.0886)
H (0.5572, 1.8491, 3.7012)
H (2.4857, 0.3972, 5.1963)
C (-2.5627, -1.2874, 1.3015)
O (-1.4019, -2.0077, 0.8605)
H (-3.4769, -1.7436, 0.9164)
H (-2.6567, -1.3343, 2.3927)
H (-2.4699, -0.2423, 1.0207)
H (-1.4842, -2.8616, 1.2936)
C (-0.3766, -3.5046, -3.5655)
O (0.4686, -4.6526, -3.4295)
H (-0.6242, -3.0497, -2.6097)
H (0.1259, -2.7448, -4.1661)
H (-1.2860, -3.8315, -4.0689)
H (0.5315, -4.8560, -2.4941)
C (0.3729, 0.6925, -1.0236)
O (-0.1196, -0.6271, -1.2252)
H (1.1268, 0.7371, -0.2364)
H (0.7336, 1.0971, -1.9663)
H (-0.4381, 1.3443, -0.6729)
H (-0.5413, -0.9644, -0.4177)

Its SMILES is OCCO.OCCO.OCCO.OCCO.OCCO.CO.CO.CO. The calculation puts the gap between HOMO and LUMO at 9.72 eV. The value obtained for the molar mass is 406.47 g/mol. As for the LUMO energy: 0.1 eV. As for the spin multiplicity: 1.



ii | Computed, not measured: a molecular structure, C13H42O13, with ωB97M-V/def2-TZVPD.

Atoms and positions in Å:
C (2.0053, 2.1640, 0.7228)
C (0.7751, 2.8445, -0.0032)
O (0.6084, 4.1393, 0.5830)
O (3.2053, 2.7020, 0.2050)
H (2.1135, 1.0804, 0.6746)
H (1.8645, 2.4076, 1.7759)
H (-0.1306, 2.2476, 0.1039)
H (0.9536, 2.9751, -1.0705)
H (1.4029, 4.6354, 0.3726)
H (3.2055, 2.5535, -0.7434)
C (-1.5520, 0.9911, -2.5077)
C (-2.7059, 0.1973, -1.8398)
O (-2.2869, -0.8198, -0.8692)
O (-0.8749, 1.8451, -1.5390)
H (-2.0661, 1.5829, -3.2651)
H (-0.8670, 0.3216, -3.0280)
H (-3.2614, -0.2536, -2.6620)
H (-3.3904, 0.8703, -1.3235)
H (-2.0205, -0.4305, -0.0331)
H (-0.3097, 1.2275, -1.0693)
C (2.6561, -2.8160, -0.6379)
C (1.8445, -1.9154, 0.2660)
O (1.9991, -0.5482, -0.1292)
O (4.0016, -2.4860, -0.6708)
H (2.2266, -2.8661, -1.6384)
H (2.6471, -3.7749, -0.1197)
H (2.1411, -2.0024, 1.3113)
H (0.7865, -2.1769, 0.2518)
H (2.9446, -0.3921, -0.0735)
H (4.1833, -1.9900, -1.4724)
C (-1.5359, 3.1725, 1.3018)
C (-1.4340, 1.9954, 2.2854)
O (-2.6318, 1.3018, 2.4136)
O (-2.7369, 3.8864, 1.6708)
H (-1.5074, 2.8385, 0.2647)
H (-0.6784, 3.7858, 1.5786)
H (-1.2601, 2.3846, 3.2886)
H (-0.6424, 1.2463, 2.2688)
H (-2.8034, 1.2053, 3.3532)
H (-2.6161, 4.1831, 2.5758)
C (0.1009, -4.9149, 0.3946)
C (-0.8516, -3.6751, 0.2166)
O (-1.1279, -3.4512, -1.1373)
O (1.5113, -4.6111, 0.3135)
H (-0.0998, -5.6985, -0.3360)
H (-0.1439, -5.3991, 1.3400)
H (-0.3374, -2.8350, 0.6835)
H (-1.7561, -3.8123, 0.8092)
H (-1.5214, -2.5761, -1.1685)
H (1.9330, -5.3722, -0.0921)
C (-3.5630, -0.8487, 1.2695)
O (-2.5521, 0.1202, 0.9727)
H (-4.4700, -0.3719, 0.8978)
H (-3.3616, -1.8229, 0.8239)
H (-3.5798, -1.0234, 2.3453)
H (-2.5893, 0.9167, 1.5072)
C (2.5902, 0.9877, -2.1935)
O (3.2391, 2.1212, -1.7473)
H (1.5548, 1.2318, -2.4311)
H (3.1159, 0.5438, -3.0389)
H (2.5840, 0.1983, -1.4419)
H (4.1397, 1.8987, -1.5003)
C (-0.0753, 0.0168, 0.4010)
O (0.4047, 0.4417, -0.8603)
H (-0.3039, -1.0489, 0.4119)
H (0.6221, 0.0566, 1.2378)
H (-1.0147, 0.5207, 0.6283)
H (1.2994, 0.0939, -0.8779)

The calculation puts the gap between HOMO and LUMO at 8.57 eV. The value obtained for the molar mass is 406.47 g/mol. As for the LUMO energy: 0.2 eV. As for the spin multiplicity: 1.



Which of them is most stable? Easy: i.



i | Computed, not measured: a gas-phase ion, C8H12N3S (charge +1), with ωB97M-V/def2-TZVPD.

Atoms and positions in Å:
C (0.9776, 1.6423, 1.0774)
N (-0.2086, 0.9373, 0.7017)
C (-1.2707, 1.7453, 0.0656)
C (-2.0558, 0.6821, -0.6519)
N (-1.7559, -0.6874, -0.0301)
C (-1.7968, -1.8748, -0.9261)
C (-0.2775, -0.3931, 0.5001)
N (0.2912, -1.4766, 0.6517)
C (1.6184, -1.5045, 0.6448)
C (2.7057, -1.0671, 0.1989)
C (4.0119, -0.9550, -0.2911)
S (4.8226, 0.4418, -0.4869)
H (0.8891, 2.1941, 2.0464)
H (1.7975, 0.9081, 1.3153)
H (1.0745, 2.3646, 0.3142)
H (-0.8921, 2.5599, -0.5083)
H (-1.9561, 2.2832, 0.8445)
H (-3.1503, 0.8860, -0.5362)
H (-1.7307, 0.5652, -1.6550)
H (-2.3123, -0.7084, 0.8244)
H (-0.9937, -2.6772, -0.5951)
H (-2.8282, -2.3032, -0.8932)
H (-1.4464, -1.6235, -1.9072)
H (4.4866, -1.9391, -0.7040)

Its SMILES is CN1CC[N@@H+](C)/C1=N/C#CC=S. As for the charge: +1. The calculation puts the gap between HOMO and LUMO at 7.49 eV. The value obtained for the molar mass is 182.27 g/mol. As for the LUMO energy: -4.1 eV. As for the spin multiplicity: 1.



ii | Computed, not measured: a gas-phase ion, C8H12N3S (charge +1), with ωB97M-V/def2-TZVPD.

Atoms and positions in Å:
C (-1.1237, 1.5259, -0.7396)
C (-0.8620, -0.0849, 1.2832)
C (1.0458, -0.5238, 0.1881)
C (-1.1737, -1.2550, 0.2330)
C (2.3140, -1.0292, -1.9163)
C (-1.0857, 2.4121, 0.3980)
C (2.3091, -0.4813, -0.4838)
C (-1.4641, 1.4291, 1.5908)
N (-1.2408, 0.6317, -1.4433)
N (0.5315, 0.1715, 1.1492)
N (0.0074, -1.4328, -0.3306)
S (-2.5363, -2.1881, 0.1595)
H (-0.9910, -0.4302, 2.2998)
H (2.2831, -2.1262, -2.0707)
H (3.3284, -0.8975, -2.3778)
H (1.6181, -0.6556, -2.6574)
H (-0.0821, 2.8089, 0.4981)
H (-1.8658, 3.0727, 0.2486)
H (2.6056, 0.6056, -0.5060)
H (2.9712, -1.0378, 0.1112)
H (-2.6165, 1.4838, 1.6915)
H (-1.1225, 1.7793, 2.6043)
H (0.3990, -2.1372, -1.0564)
H (-3.2491, -1.6408, 1.1265)

As for the charge: +1. The calculation puts the gap between HOMO and LUMO at 9.45 eV. The value obtained for the molar mass is 182.27 g/mol. As for the LUMO energy: -4.4 eV. As for the spin multiplicity: 1.



iii | Computed, not measured: a gas-phase ion, C8H12N3S (charge +1), with ωB97M-V/def2-TZVPD.

Atoms and positions in Å:
C (-1.1163, 1.0838, -1.4034)
C (-1.1564, 0.2486, -0.1469)
N (-1.3164, 1.0460, 0.9905)
C (-2.4761, -0.6565, -0.1012)
N (-1.9657, -1.9531, 0.3579)
C (-0.6659, -1.9008, 0.5275)
N (-0.0352, -0.7687, 0.1300)
C (1.3584, -0.2176, 0.0454)
C (1.9190, 1.0082, 0.2437)
C (3.3493, 0.9946, 0.2450)
C (3.8257, -0.2534, 0.0729)
S (2.5813, -1.4266, -0.0953)
H (-1.2091, 0.2568, -2.0970)
H (-0.3089, 1.6445, -1.6476)
H (-1.9936, 1.6402, -1.5650)
H (-1.0155, 2.0107, 1.2013)
H (-1.3037, 0.4383, 1.8293)
H (-3.0394, -0.2657, 0.7311)
H (-3.0288, -0.7302, -1.0549)
H (-2.4790, -2.7299, 0.5691)
H (0.0350, -2.7779, 0.9328)
H (1.3244, 1.8815, 0.0501)
H (3.9078, 1.8900, 0.2533)
H (4.8092, -0.4629, -0.0685)

Its SMILES is C[C@@]1(N)CNC=[N+]1c1cccs1. As for the charge: +1. The calculation puts the gap between HOMO and LUMO at 8.96 eV. The value obtained for the molar mass is 182.27 g/mol. As for the LUMO energy: -3.5 eV. As for the spin multiplicity: 1.



Which of them is most stable? Easy: iii.



i | Computed, not measured: 2 unconnected molecules or ions with the total composition C6H12O2, with ωB97M-V/def2-TZVPD.

Atoms and positions in Å:
C (-1.3952, 2.1412, 2.1797)
C (-0.1694, 1.4915, 1.4544)
C (-0.3937, 0.1047, 0.8313)
C (0.2872, -0.4738, -0.1299)
C (-0.1240, -1.8321, -0.5377)
C (0.5447, -2.4099, -1.4937)
O (0.1783, -3.7094, -1.9757)
H (-1.2370, 3.1881, 2.0133)
H (-1.2350, 1.9011, 3.1400)
H (-2.4548, 1.9432, 1.8739)
H (0.6369, 1.2801, 2.1156)
H (0.1981, 2.1990, 0.8448)
H (-1.0520, -0.4264, 1.6076)
H (1.0881, 0.0777, -0.6423)
H (-0.7889, -2.2264, 0.2201)
H (1.6287, -2.5318, -1.8197)
H (-0.7093, -3.8835, -1.6946)
O (1.3161, 1.3119, -2.7196)
H (1.5837, 0.6424, -1.9273)
H (2.0977, 1.2125, -3.3401)

Its SMILES is CC/C=C/C=C/O.O. The calculation puts the gap between HOMO and LUMO at 9.09 eV. The value obtained for the molar mass is 116.16 g/mol. As for the LUMO energy: 0.8 eV. As for the spin multiplicity: 1.



ii | Computed, not measured: 2 unconnected molecules or ions with the total composition C6H12O2, with ωB97M-V/def2-TZVPD.

Atoms and positions in Å:
C (-1.4215, -1.6360, -2.6806)
C (-1.1471, -0.9572, -1.3719)
C (0.0395, -0.8343, -0.7739)
C (0.2386, -0.3215, 0.5941)
C (-0.4414, 0.5326, 1.3374)
C (-0.1403, 0.9992, 2.7269)
O (-1.5365, 1.2045, 0.7596)
H (-2.4819, -1.7548, -2.8752)
H (-0.9357, -1.1081, -3.5062)
H (-0.9609, -2.6199, -2.7403)
H (-2.0143, -0.6234, -0.8184)
H (0.9602, -1.2684, -1.1701)
H (1.1087, -0.7080, 1.1059)
H (0.9352, 1.1245, 2.9017)
H (-0.4876, 0.2817, 3.4674)
H (-0.6382, 1.9522, 2.8957)
H (-2.2976, 1.0570, 1.3374)
O (3.4925, 0.5821, -0.5444)
H (3.1980, 0.0383, 0.1969)
H (3.6095, 1.4941, -0.2672)

Its SMILES is C/C=C/C=C(/C)O.O. The calculation puts the gap between HOMO and LUMO at 8.82 eV. The value obtained for the molar mass is 116.16 g/mol. As for the LUMO energy: 0.7 eV. As for the spin multiplicity: 1.



iii | Computed, not measured: 3 unconnected molecules or ions with the total composition C6H12O2, with ωB97M-V/def2-TZVPD.

Atoms and positions in Å:
C (-2.8079, -0.4267, -1.5713)
C (-1.6629, 0.1594, -1.2941)
C (-0.8632, -0.0671, -0.0803)
C (0.1474, 0.7169, 0.2856)
C (0.9042, 0.4688, 1.5261)
C (1.9869, -0.2653, 1.6902)
H (-3.1957, -0.4040, -2.5806)
H (-3.4179, -1.1176, -1.0022)
H (-1.0731, 0.7008, -2.0306)
H (-1.2219, -0.7788, 0.6465)
H (0.4503, 1.5445, -0.3369)
H (0.5052, 0.9016, 2.4351)
H (2.5419, -0.7444, 0.8784)
H (2.4805, -0.5086, 2.6185)
O (1.0971, 3.6633, -1.0472)
H (1.2407, 3.1240, -0.2555)
H (0.1302, 3.7036, -1.0931)
O (0.9775, -3.9730, 0.3441)
H (0.9467, -3.4434, 1.1549)
H (0.8342, -3.2540, -0.2875)

Its SMILES is C=C/C=C/C=C.O.O. The calculation puts the gap between HOMO and LUMO at 9.96 eV. The value obtained for the molar mass is 116.16 g/mol. As for the LUMO energy: 0.6 eV. As for the spin multiplicity: 1.



Which of them is most stable? Easy: ii.



i | Computed, not measured: a single C6H8N4 molecule, with ωB97M-V/def2-TZVPD.

Atoms and positions in Å:
N (-2.2375, 3.1701, -0.2243)
C (-1.2277, 2.6057, -0.3071)
C (-0.0657, 1.8917, -0.7603)
C (1.0645, 2.6787, -1.2891)
N (2.0612, 3.2527, -1.4576)
N (0.0583, 0.5910, -0.8111)
C (-1.0591, -0.0764, -0.3199)
C (-0.6448, -1.5148, 0.0912)
C (0.5231, -1.6851, 1.0518)
N (1.7829, -1.1111, 0.7873)
H (-1.7594, -0.0507, -1.1185)
H (-1.7456, 0.3636, 0.4049)
H (-0.4969, -2.0930, -0.8420)
H (-1.4674, -2.0730, 0.6808)
H (0.2215, -1.4143, 2.1328)
H (0.8837, -2.7485, 1.2289)
H (1.8904, -0.1198, 0.7240)
H (2.2184, -1.6669, 0.0280)

Its SMILES is N#CC(C#N)=NCCCN. The calculation puts the gap between HOMO and LUMO at 7.78 eV. The value obtained for the molar mass is 136.16 g/mol. As for the LUMO energy: -1.4 eV. As for the spin multiplicity: 1.



ii | Computed, not measured: 2 unconnected molecules or ions with the total composition C6H8N4, with ωB97M-V/def2-TZVPD.

Atoms and positions in Å:
C (2.8905, -0.9184, -0.2272)
C (-1.1588, -2.4425, 0.6011)
C (1.1281, 0.6908, 0.7873)
C (-0.2809, 0.8314, 0.2466)
C (1.4987, -0.5668, 0.1117)
C (-0.3242, 0.1897, -1.0814)
N (4.0007, -1.1096, -0.3034)
N (-2.2274, -2.0572, 0.4297)
N (0.7802, -0.6180, -1.1690)
N (-1.3374, 0.4299, -1.8132)
H (1.7738, 1.6470, 0.4954)
H (1.1257, 0.5396, 1.8692)
H (-0.8923, 0.2709, 0.9771)
H (-0.5492, 1.9050, 0.2965)
H (1.1757, -1.3872, 0.9545)
H (0.8619, -1.3504, -1.8753)
H (-1.3721, -0.2408, -2.6528)
H (-3.2418, -1.7110, 0.2048)

The calculation puts the gap between HOMO and LUMO at 10.26 eV. The value obtained for the molar mass is 136.16 g/mol. As for the LUMO energy: 0.8 eV. As for the spin multiplicity: 1.



iii | Computed, not measured: a single C6H8N4 molecule, with ωB97M-V/def2-TZVPD.

Atoms and positions in Å:
N (-1.9949, -0.7408, -2.5667)
C (-1.5483, -0.4187, -1.5434)
C (-0.8458, 0.0228, -0.3078)
C (-0.6381, 1.5223, -0.1784)
N (0.8036, 1.7149, -0.3311)
C (1.4089, 0.5190, 0.3076)
C (0.5314, -0.6633, -0.1109)
C (0.2582, -1.6738, 0.9627)
N (-1.0741, -1.3511, 1.4952)
N (-1.6442, -0.4695, 0.8087)
H (-1.1653, 2.1889, -0.8617)
H (-0.9938, 1.7325, 0.8346)
H (1.0741, 1.7613, -1.3086)
H (2.4752, 0.4946, 0.0703)
H (1.2956, 0.7207, 1.3692)
H (0.8546, -1.1000, -1.0682)
H (0.3127, -2.6897, 0.5793)
H (0.8904, -1.5701, 1.8490)

Its SMILES is N#C[C@]12CNC[C@H]1CN=N2. The calculation puts the gap between HOMO and LUMO at 10.13 eV. The value obtained for the molar mass is 136.16 g/mol. As for the LUMO energy: 0.5 eV. As for the spin multiplicity: 1.



iv | Computed, not measured: a molecular structure, C6H8N4, with ωB97M-V/def2-TZVPD.

Atoms and positions in Å:
C (2.0401, 0.3165, -0.7773)
C (1.9826, -0.8339, 0.0765)
C (-2.1178, -0.1648, -0.8918)
C (-1.4839, -1.3668, -0.2851)
C (-0.3847, 0.6178, 0.1160)
C (-0.0418, 1.5715, 1.3266)
N (1.0517, 1.0586, -1.1367)
N (0.8558, -1.4171, 0.4409)
N (-1.5669, 0.9240, -0.5860)
N (-0.2437, -0.7505, 0.2882)
H (2.9416, 0.5134, -1.4514)
H (2.8763, -1.3473, 0.3166)
H (-2.9203, -0.1845, -1.5523)
H (-2.0001, -2.0788, 0.5586)
H (-1.1184, -1.8828, -1.1027)
H (-0.4917, 1.2306, 2.3029)
H (-0.4221, 2.4783, 0.9274)
H (1.0432, 1.3157, 1.4295)

The calculation puts the gap between HOMO and LUMO at 8.24 eV. The value obtained for the molar mass is 136.16 g/mol. As for the LUMO energy: 0.3 eV. As for the spin multiplicity: 1.



Which of them is most stable? Easy: iii.